# 1
Molecular formula: C28H34N5Pr
Method: DFT, ωB97M-V/def2-TZVPD

Structure (XYZ):
```
68
Properties=species:S:1:pos:R:3:forces:R:3
Pr 0.87402 0.37117 0.92178 -0.23 0.31 0.44
C 3.30390 0.95765 1.95435 0.56 0.29 -0.06
C 2.86201 1.97705 1.05852 0.80 0.43 -0.04
C 2.38755 3.05525 1.85017 -0.16 -0.04 -0.15
C 2.52223 2.70963 3.19279 -0.01 -0.23 0.01
C 3.08247 1.41373 3.25621 -0.21 0.06 0.13
H 3.89268 0.09589 1.68045 -0.07 -0.19 -0.05
H 3.20880 2.07773 0.04134 -0.13 -0.07 -0.20
H 2.04154 4.00595 1.46983 -0.07 -0.02 -0.01
H 2.22321 3.31271 4.03894 0.01 -0.02 -0.03
H 3.31944 0.87588 4.16422 -0.04 -0.03 -0.04
C -2.94519 -2.99179 -2.42006 -0.02 -0.02 -0.04
C -1.56262 -2.74990 -1.81151 0.03 -0.01 -0.07
C -0.85973 -4.07852 -1.51571 0.00 -0.04 -0.06
C -0.70106 -1.86328 -2.70123 -0.05 -0.10 0.03
C -0.28650 -2.35281 -3.93538 -0.03 -0.04 -0.04
C 0.57479 -1.63450 -4.74484 0.03 0.06 0.04
C 1.07198 -0.41779 -4.30601 0.00 -0.05 -0.05
C 0.69243 0.10856 -3.07761 0.04 0.04 0.00
C 1.31807 1.40977 -2.60041 0.07 -0.08 -0.14
C 2.83956 1.26792 -2.48310 -0.03 0.04 -0.05
C 0.95540 2.59205 -3.50039 0.00 0.00 -0.08
C -0.23627 -0.59996 -2.30402 0.02 0.03 0.07
N -0.61879 -0.05267 -1.04633 0.27 0.09 0.18
C -1.86578 0.16058 -0.77364 -0.08 0.08 -0.03
C -2.29473 0.56695 0.51225 0.10 0.04 0.02
C -3.58097 0.85568 0.94793 -0.23 0.01 0.06
C -3.48820 1.11941 2.31521 -0.04 0.00 0.02
C -2.14149 0.97507 2.66497 -0.11 -0.07 -0.08
N -1.40003 0.65749 1.57901 -0.36 -0.04 0.06
C -1.55776 1.05847 4.05340 -0.02 -0.04 0.02
C -0.04202 0.87832 4.01735 -0.42 -0.04 0.11
C -1.86949 2.43265 4.65608 -0.01 0.09 0.06
C -2.18942 -0.03670 4.92772 0.05 -0.02 0.00
H -3.55477 -3.61300 -1.75860 0.04 0.04 -0.03
H -2.85897 -3.50711 -3.38022 -0.01 0.02 0.04
H -3.47837 -2.05430 -2.59671 0.02 -0.03 0.01
H -1.70388 -2.25347 -0.85468 -0.01 0.06 0.09
H -0.71241 -4.66624 -2.42485 0.01 0.03 0.05
H -1.45603 -4.67533 -0.82078 0.01 0.03 -0.04
H 0.12173 -3.91529 -1.06649 -0.04 -0.01 -0.01
H -0.62052 -3.33366 -4.25705 0.03 0.07 0.03
H 0.89467 -2.04391 -5.69375 -0.01 0.01 0.01
H 1.77877 0.12399 -4.92558 -0.04 -0.02 0.03
H 0.90146 1.64338 -1.61603 0.00 0.05 0.12
H 3.26714 0.97449 -3.44321 -0.01 0.04 0.02
H 3.12828 0.49886 -1.76415 0.00 -0.06 0.03
H 3.30123 2.21283 -2.18643 -0.03 -0.03 -0.01
H 1.42899 2.48558 -4.48011 -0.05 0.00 0.04
H 1.29939 3.53270 -3.06347 0.01 -0.05 -0.02
H -0.12267 2.65482 -3.65380 0.01 0.01 0.01
H -2.62622 0.01176 -1.54157 -0.02 0.00 -0.02
H -4.47232 0.85698 0.33471 0.07 0.00 0.06
H -4.29753 1.36727 2.98763 0.06 -0.02 -0.07
H 0.43259 1.67556 3.45338 0.00 0.04 -0.06
H 0.24531 -0.10270 3.62490 0.00 -0.16 -0.04
H 0.36376 0.92947 5.02804 0.09 0.00 -0.01
H -1.46999 3.23390 4.02846 -0.01 -0.05 0.04
H -1.42608 2.52073 5.65276 -0.04 -0.01 -0.06
H -2.94752 2.58170 4.75003 0.06 0.00 -0.02
H -1.99794 -1.02818 4.50830 0.00 0.05 0.03
H -3.27081 0.09334 5.00070 0.05 0.00 -0.02
H -1.77192 -0.00265 5.93886 -0.02 0.00 -0.06
N 2.47989 -4.31526 -3.38381 0.09 0.17 0.19
C 2.65550 -3.55416 -2.53008 -0.27 0.08 0.19
N 2.92622 -2.67426 -1.57960 0.33 -0.22 -0.44
C 2.26425 -2.18156 -0.65132 -0.21 0.07 0.31
N 1.76871 -1.63391 0.28223 0.23 -0.56 -0.43
```
Forces are in eV/Å.

Properties
Expectation value of S²   2.0025
E_tot   -51108.11757 eV
HOMO energy (spin up / spin down)   -8.11 / -8.12 eV
Total charge   0
LUMO level (spin up / spin down)   -0.230 / -0.163 eV
Spin multiplicity   3
Kohn-Sham gap (spin up / spin down)   0.2898 / 0.2923 hartree


# 2
Molecular formula: C15H27N2O7S2
Method: DFT, ωB97M-V/def2-TZVPD

Structure (XYZ):
```
53
Properties=species:S:1:pos:R:3:forces:R:3
N -1.26314 1.84528 -1.67105 -0.59 -0.14 0.13
C -1.42362 0.63994 -0.89690 0.92 1.17 -0.54
C -1.54905 0.96305 0.66132 0.12 -0.59 0.33
C -2.76379 0.36442 1.28859 -1.03 0.68 0.61
O -3.74392 1.03875 1.56535 0.58 -0.73 -0.40
N -2.84296 -1.08796 1.54540 0.84 0.52 -0.01
C -1.58079 -1.61081 1.98790 -1.90 0.45 -0.95
C -1.18273 -1.32469 3.25876 -0.44 0.49 0.48
C 0.03310 -1.78234 3.67825 -0.40 0.84 1.32
C 0.80456 -2.50783 2.83628 2.21 -0.91 0.52
C 0.40991 -2.80787 1.56873 -0.02 -0.55 -0.99
C -0.80271 -2.34901 1.14186 -0.34 -0.30 -0.73
H -0.41590 2.26925 -1.28473 0.08 0.08 -0.19
H -2.27331 0.04313 -1.25059 -0.14 0.06 0.06
H -0.50542 0.03210 -1.02028 -0.29 -0.58 0.37
H -1.61731 2.03519 0.78610 -0.20 0.18 -0.25
H -0.61368 0.65593 1.13349 -0.13 -0.24 0.14
H -3.14384 -1.56172 0.70192 -0.11 0.08 -0.07
H -1.83355 -0.72369 3.87515 -0.03 0.02 0.17
H 0.34388 -1.52506 4.68056 0.28 -0.15 0.08
H 1.77203 -2.85096 3.18386 0.06 -0.05 -0.02
H 1.00926 -3.39140 0.88703 0.31 -0.04 0.09
H -1.17922 -2.52628 0.14573 0.16 -0.07 -0.21
O -3.32966 8.11886 -1.10113 -0.26 0.13 0.13
S -3.64851 7.61417 -2.40318 0.51 -0.52 -0.35
O -5.00510 7.58837 -2.86098 -0.16 0.22 0.17
O -2.99292 6.19477 -2.59292 0.00 0.30 -0.05
C -3.26952 5.15324 -1.61168 -0.05 -0.85 0.40
C -4.64747 4.55541 -1.78828 -0.25 0.31 -0.07
C -2.66967 8.45738 -3.60334 0.05 0.08 -0.06
H -3.13154 5.54415 -0.60299 0.02 0.23 -0.11
H -2.51488 4.37833 -1.76966 0.07 0.10 -0.15
H -5.43090 5.27972 -1.55785 0.01 -0.01 0.02
H -4.76531 3.69992 -1.12413 0.16 -0.05 -0.03
H -4.79492 4.23113 -2.81856 0.08 -0.10 0.03
H -1.63412 8.45538 -3.27520 -0.01 -0.03 0.01
H -3.04468 9.47631 -3.67312 -0.04 -0.02 0.05
H -2.77829 7.95134 -4.55875 -0.01 -0.02 0.02
O 5.39681 -3.91867 1.91961 -0.20 -0.09 0.16
S 5.16255 -4.21522 0.54052 0.34 0.11 -0.42
O 3.84722 -4.16303 -0.01222 -0.16 0.00 0.22
O 5.81483 -5.63007 0.19909 0.12 0.09 -0.04
C 5.43354 -6.75553 1.01175 -0.28 -0.49 0.29
C 4.05316 -7.27790 0.66369 -0.15 0.21 -0.05
C 6.23038 -3.23165 -0.45471 0.12 -0.03 -0.05
H 5.50362 -6.49220 2.06867 0.01 0.16 -0.05
H 6.17930 -7.52499 0.81856 0.13 0.17 -0.13
H 3.27956 -6.55627 0.92287 0.01 -0.01 0.02
H 3.85160 -8.20135 1.20772 0.08 -0.01 0.00
H 3.97412 -7.47032 -0.40633 0.04 -0.06 0.01
H 7.24034 -3.29786 -0.05963 -0.01 -0.01 0.01
H 5.86705 -2.20776 -0.40199 -0.07 -0.03 0.05
H 6.18561 -3.59310 -1.47859 -0.04 0.00 0.01
```
Forces are in eV/Å.

Properties
E_tot   -54974.21679 eV
HOMO energy   -1.88 eV
Total charge   -1
LUMO level   1.862 eV
Kohn-Sham gap   0.1377 hartree


# 3
Molecular formula: C2H8N2S
Method: DFT, ωB97M-V/def2-TZVPD

Structure (XYZ):
```
13
Properties=species:S:1:pos:R:3:forces:R:3
C 0.31915 1.77020 0.46193 0.64 -1.67 -0.26
N -0.49187 0.55357 0.15960 -0.11 1.80 1.05
N 0.19755 -0.54824 -0.03556 1.86 -4.51 -0.61
C -0.41467 -2.03261 0.32432 4.11 1.60 -1.13
S 1.27107 -0.52614 -1.55545 -1.23 -0.52 1.16
H 0.94234 1.41181 1.28861 0.19 0.48 -0.16
H 0.99785 2.22305 -0.35935 -1.38 -0.84 1.05
H -0.43253 2.40323 0.86445 -0.21 1.31 0.13
H -1.17200 0.73299 -0.52058 -1.33 0.47 -1.34
H 0.50518 -2.62710 0.73029 -1.40 1.03 -1.13
H -0.96625 -1.88775 1.19642 -1.60 0.35 0.98
H -0.84682 -2.58411 -0.52753 -0.11 0.61 0.46
H 2.09779 -1.32739 -0.89658 0.58 -0.12 -0.20
```
Forces are in eV/Å.

Properties
Energy above the lowest of the compared OMol25 structures with the same formula, charge and spin   2.7887 eV
E_tot   -16016.00678 eV
HOMO energy   -7.93 eV
Total charge   0
LUMO level   0.912 eV
SMILES   CNN(C)S
Kohn-Sham gap   0.3249 hartree


# 4
Molecular formula: C3H3Cl2F
Method: DFT, ωB97M-V/def2-TZVPD

Structure (XYZ):
```
9
Properties=species:S:1:pos:R:3:forces:R:3
C -0.39669 1.05696 -0.86515 -0.62 -0.87 1.84
C -0.42199 0.23455 0.16429 0.37 -0.45 -2.56
F -1.51561 -0.02155 0.84748 -0.77 0.59 0.93
C 0.63659 -0.73343 0.41296 -0.63 0.90 1.61
Cl 1.16934 -0.34479 2.04108 0.80 -0.15 1.06
Cl 0.08118 -2.32311 0.26111 -0.58 -2.13 -0.13
H -1.24170 1.61242 -0.97408 -2.35 1.67 -0.46
H 0.26873 1.12243 -1.64530 2.04 -0.01 -1.01
H 1.42014 -0.60348 -0.24238 1.75 0.45 -1.28
```
Forces are in eV/Å.

Properties
Energy above the lowest of the compared OMol25 structures with the same formula, charge and spin   0.6395 eV
E_tot   -30920.67535 eV
HOMO energy   -10.20 eV
Total charge   0
LUMO level   0.817 eV
SMILES   C=C(F)C(Cl)Cl
Kohn-Sham gap   0.4050 hartree


# 5
Molecular formula: C21H17ClN2O3
Method: DFT, ωB97M-V/def2-TZVPD

Structure (XYZ):
```
44
Properties=species:S:1:pos:R:3:forces:R:3
O -2.41394 1.29809 -0.23995 -0.20 0.10 -0.07
C -1.27971 0.86632 -0.17726 0.07 0.08 -0.24
C -0.14620 1.68691 -0.74185 -0.13 0.48 0.11
C 0.25430 1.47958 -2.05750 0.00 0.07 0.24
C 1.20762 2.28840 -2.64818 0.10 0.11 0.06
C 1.76542 3.33859 -1.92775 -0.31 -0.31 0.17
Cl 2.96409 4.33658 -2.65687 0.16 0.14 -0.09
C 1.36314 3.58718 -0.62833 -0.15 -0.02 0.15
C 0.40989 2.76001 -0.04900 0.26 -0.27 -1.31
N 0.02722 3.01563 1.31863 -0.07 0.08 0.53
O 0.39983 4.05253 1.82006 0.08 0.35 0.21
O -0.62162 2.16622 1.88706 -0.29 0.08 0.12
N -0.95281 -0.35442 0.28474 -0.13 -0.26 0.19
C 0.39800 -0.88730 0.24085 0.31 0.06 -0.09
C 1.37608 -0.07638 1.05403 0.21 -0.16 0.06
C 1.14464 0.14068 2.40749 0.24 -0.09 -0.08
C 2.02043 0.90967 3.15321 -0.06 -0.07 0.07
C 3.13791 1.46767 2.55553 0.07 0.05 -0.02
C 3.38460 1.24135 1.21197 0.11 0.02 -0.01
C 2.50873 0.47194 0.46634 -0.02 -0.20 0.09
C -2.00559 -1.21108 0.80371 -0.26 0.08 -0.05
C -2.25065 -2.37380 -0.12121 0.00 -0.10 0.12
C -2.70684 -2.13388 -1.41255 0.00 0.00 0.02
C -2.90808 -3.18275 -2.29019 -0.01 0.06 -0.06
C -2.65641 -4.48414 -1.88620 0.01 -0.12 0.00
C -2.20411 -4.73081 -0.60205 0.00 -0.13 -0.06
C -1.99789 -3.67922 0.27521 -0.05 0.12 0.03
H -0.19098 0.67615 -2.62516 -0.05 -0.09 -0.05
H 1.51914 2.11194 -3.66571 0.03 0.00 -0.09
H 1.77437 4.40242 -0.05322 0.04 0.01 -0.01
H 0.34943 -1.90562 0.63509 -0.02 0.06 -0.12
H 0.74504 -0.95096 -0.79721 0.02 -0.12 0.15
H 0.26728 -0.27855 2.87434 -0.16 -0.03 0.06
H 1.82409 1.08122 4.20036 -0.02 0.03 0.10
H 3.81520 2.07619 3.13520 0.06 0.06 0.06
H 4.25690 1.66885 0.74045 0.09 0.05 -0.04
H 2.70243 0.30266 -0.58384 -0.02 0.00 -0.13
H -2.90047 -0.58717 0.87820 0.13 -0.13 0.08
H -1.73008 -1.55974 1.80301 -0.02 0.00 -0.04
H -2.91119 -1.11781 -1.71758 -0.03 0.14 -0.05
H -3.26654 -2.98741 -3.29020 -0.04 0.02 -0.08
H -2.81607 -5.30404 -2.57061 -0.01 -0.07 -0.05
H -2.00935 -5.74376 -0.28171 0.02 -0.08 0.02
H -1.64726 -3.87794 1.27867 0.04 0.01 0.11
```
Forces are in eV/Å.

Properties
E_tot   -43695.98785 eV
HOMO energy   -9.10 eV
Total charge   0
LUMO level   -0.655 eV
SMILES   O=C(c1ccc(Cl)cc1[N+](=O)[O-])N(Cc1ccccc1)Cc1ccccc1
Kohn-Sham gap   0.3104 hartree


# 6
Molecular formula: C15H15Cl42NO4S
Method: DFT, ωB97M-V/def2-TZVPD

Structure (XYZ):
```
78
Properties=species:S:1:pos:R:3:forces:R:3
N 0.99305 -6.79868 5.23146 -0.87 5.20 -10.81
C 0.91256 -6.19019 4.06576 0.49 -1.64 8.55
O 0.83647 -5.02687 3.12037 -2.98 -3.97 5.44
O 1.75418 -5.22447 2.18701 2.32 1.07 -1.93
S 3.10982 -4.26690 2.57879 4.18 -0.80 2.86
O 3.94143 -5.10839 3.58305 -3.12 2.86 -2.92
O 2.64864 -2.81783 3.40285 0.83 -2.96 0.25
H 3.13584 -2.86665 4.29988 -0.92 -0.06 -1.54
C 6.49722 -1.73748 4.78363 0.10 0.12 -0.09
Cl 7.91986 -1.70934 5.83945 -0.38 -0.02 -0.34
Cl 5.22113 -2.74630 5.48599 0.18 0.01 0.12
Cl 5.90296 -0.09303 4.49660 0.08 -0.22 -0.01
H 6.78934 -2.17053 3.82365 -0.12 0.12 0.34
C 0.89133 0.50765 3.03756 -0.14 -0.15 -0.01
Cl 0.37377 1.46406 4.43643 0.04 -0.08 -0.20
Cl 2.62414 0.15080 3.13469 -0.15 0.32 -0.06
Cl -0.04725 -0.99123 2.92717 0.08 0.17 -0.02
H 0.71072 1.09441 2.13339 0.05 -0.38 0.51
C -0.34185 2.84228 -0.30041 -0.12 0.05 0.22
Cl 1.08079 2.87043 0.75541 0.06 0.31 -0.33
Cl -1.61794 1.83346 0.40195 0.20 0.11 0.00
Cl -0.93611 4.48673 -0.58744 0.12 -0.31 -0.06
H -0.04973 2.40924 -1.26039 -0.01 0.15 0.82
C 0.16312 -4.08588 7.98892 0.05 -0.10 0.04
Cl 0.80116 -3.59942 6.40914 -0.09 0.04 0.13
Cl 0.62976 -2.91616 9.23529 -0.03 -0.16 -0.14
Cl -1.59953 -4.25453 7.92278 0.23 -0.01 -0.01
H 0.59238 -5.05655 8.24963 -0.15 0.33 -0.12
C -4.22315 -1.55728 4.13362 0.02 0.09 0.08
Cl -4.55637 -2.95792 3.10086 -0.02 0.14 0.10
Cl -3.08369 -1.98973 5.41973 -0.17 0.04 -0.16
Cl -3.59228 -0.21034 3.17056 -0.17 -0.12 0.12
H -5.16087 -1.23999 4.59668 0.32 -0.13 -0.18
C 0.05571 1.54495 -4.73613 0.05 -0.33 -0.27
Cl -0.46185 2.50136 -3.33726 -0.11 0.05 -0.86
Cl 1.78852 1.18810 -4.63900 -0.23 0.10 -0.05
Cl -0.88287 0.04607 -4.84652 1.55 -0.04 -0.22
H -0.12490 2.13171 -5.64030 0.05 -0.13 0.30
C 11.89305 -0.40636 6.67312 0.04 0.04 -0.07
Cl 13.31569 -0.37821 7.72893 -0.16 -0.03 -0.17
Cl 10.61696 -1.41518 7.37547 0.35 0.07 0.05
Cl 11.29879 1.23809 6.38608 0.07 -0.23 -0.01
H 12.18517 -0.83940 5.71313 -0.11 0.15 0.34
C -3.62720 -1.49401 -2.09275 0.01 0.08 0.07
Cl -3.34339 -2.43682 -0.61966 -0.03 0.07 -0.23
Cl -5.25271 -0.78910 -2.07667 0.19 -0.10 0.16
Cl -2.40117 -0.22649 -2.26594 -0.57 -0.40 0.42
H -3.55165 -2.16580 -2.95148 -0.04 0.24 0.26
C -4.87276 0.95676 -5.67536 -0.01 0.26 -0.04
Cl -3.27206 1.58539 -5.24872 -1.16 0.39 -0.31
Cl -4.93882 -0.79646 -5.42784 0.02 0.14 -0.26
Cl -6.13198 1.76668 -4.72766 0.08 -0.14 -0.16
H -5.05255 1.16216 -6.73362 0.07 -0.11 0.40
C -1.82324 7.31142 -3.80111 -0.10 -0.04 0.01
Cl -1.62261 7.43884 -2.04528 -0.08 0.11 -0.24
Cl -0.26334 7.49729 -4.62061 -0.23 0.07 0.07
Cl -2.57129 5.76374 -4.23105 0.09 0.15 0.04
H -2.48397 8.11682 -4.13157 0.23 -0.28 0.12
C -6.24702 6.01377 -1.82506 -0.02 -0.06 0.11
Cl -6.58025 4.61313 -2.85783 0.05 0.22 0.14
Cl -5.10757 5.58133 -0.53896 -0.16 0.06 -0.17
Cl -5.61615 7.36072 -2.78812 -0.14 -0.06 0.11
H -7.18475 6.33106 -1.36200 0.34 -0.09 -0.18
C 3.80011 4.53608 -4.88138 0.01 -0.07 -0.05
Cl 4.08392 3.59327 -3.40829 0.01 0.13 -0.16
Cl 2.17460 5.24099 -4.86530 0.19 -0.17 -0.01
Cl 5.02614 5.80360 -5.05457 -0.14 -0.17 -0.02
H 3.87566 3.86429 -5.74011 -0.02 0.22 0.30
C -2.31813 -0.34666 -9.13767 0.11 -0.13 0.06
Cl -2.03432 -1.28947 -7.66458 -0.08 0.04 -0.43
Cl -3.94363 0.35825 -9.12160 0.12 -0.08 -0.11
Cl -1.09209 0.92086 -9.31086 -0.14 -0.15 0.01
H -2.24258 -1.01846 -9.99640 -0.05 0.26 0.29
C -3.49728 -6.51902 -0.75221 -0.02 0.05 -0.01
Cl -4.01484 -5.56262 0.64667 0.05 -0.20 -0.15
Cl -1.76447 -6.87587 -0.65507 -0.19 0.08 -0.05
Cl -4.43586 -8.01790 -0.86259 0.10 0.20 -0.03
H -3.67789 -5.93226 -1.65638 0.06 -0.19 0.32
```
Forces are in eV/Å.

Properties
E_tot   -562246.13462 eV
HOMO energy   -10.59 eV
Total charge   0
LUMO level   -0.477 eV
Kohn-Sham gap   0.3718 hartree


Question: Which of these has the lowest total charge?
Answer: C15H27N2O7S2


Question: Among the records above, which one has the lowest E_tot?
Answer: C15H15Cl42NO4S